49
Properties=species:S:1:pos:R:3:forces:R:3:lowdin_spin:R:1 method="wB97M-V/def2-TZVPD" charge=-2 e_homo_ev="-1.757 / -5.514" spin_multiplicity=2 e_lumo_ev="1.38 / 1.30" total_energy_ha=-7408.33166 s2=0.750
Na 4.023379 -0.616350 3.834255 -1.27 0.01 -0.44 0.03
Na 3.192299 2.333270 0.524385 -0.20 0.52 0.51 0.26
Na 3.198669 1.259380 -2.574065 -0.06 -0.02 -0.14 0.45
Na -2.224251 -1.494040 -2.361205 0.29 0.08 0.22 0.01
N 1.948199 0.586850 -0.510815 4.90 -3.64 1.10 0.05
S 2.437629 -0.799080 0.300145 4.12 -2.35 1.07 0.05
O 1.827159 -2.068200 0.168495 -0.65 0.34 -1.14 0.01
O 2.836899 -0.583270 1.666195 1.10 1.57 -0.27 0.01
F 3.799069 -0.968960 -0.573695 -0.37 0.45 0.65 0.03
S 0.502049 0.262700 -0.235955 -11.11 2.69 -0.54 0.04
O 0.042419 0.530380 1.116805 1.42 -0.29 -1.71 0.01
O -0.263401 -0.768620 -0.923785 1.71 0.64 0.27 0.01
F 0.144379 1.528150 -1.173845 -0.75 0.13 0.56 0.01
N -0.941961 -3.046500 3.753055 -0.86 4.57 -0.47 0.00
S -1.468441 -1.441190 4.097265 -4.75 0.17 0.11 0.00
O -0.620481 -0.349910 4.498905 0.15 -1.17 -0.47 0.00
O -2.657551 -1.645050 4.901025 0.93 0.38 -0.78 0.00
F -2.033811 -0.943450 2.677045 0.63 -0.81 0.64 0.00
S 0.392119 -2.871520 4.495405 2.96 -3.85 2.64 0.00
O 0.320879 -3.125870 5.924125 0.05 1.53 -0.57 0.00
O 1.379609 -1.963540 3.991405 0.73 0.49 -0.03 0.00
F 0.962339 -4.269900 4.077665 0.78 -1.12 -0.93 0.00
N -2.580191 0.714430 -3.063455 -2.19 2.07 4.63 0.00
S -3.056551 1.747310 -4.117535 -1.91 0.87 -8.66 0.00
O -2.632221 3.153630 -4.057415 -1.01 -2.49 0.81 0.00
O -4.353191 1.445060 -4.842915 3.12 1.14 2.95 0.00
F -2.042731 1.110090 -5.173335 0.43 0.33 -0.60 0.00
S -3.269741 1.649030 -1.754405 3.15 0.30 5.56 0.00
O -4.672061 1.901850 -1.714615 0.17 -0.50 -1.05 0.00
O -2.372091 2.664690 -1.203735 -1.53 -1.38 -1.95 0.00
F -3.053041 0.544930 -0.519825 -0.42 -0.21 -1.80 0.00
N -0.781891 -2.768140 -3.873325 3.13 -1.04 3.69 0.00
S -1.583801 -3.399100 -4.950435 -6.75 -0.60 -9.58 0.00
O -2.557131 -4.450820 -4.553755 2.69 1.67 -0.74 0.00
O -1.011191 -3.409480 -6.335585 -0.87 -0.67 3.97 0.00
F -2.601841 -2.129000 -5.117625 0.20 -0.19 0.29 0.00
S -0.277861 -4.168860 -3.176835 1.09 -2.18 7.14 0.00
O 0.434169 -5.125550 -3.960945 -0.15 1.02 -0.83 0.00
O -1.103951 -4.749470 -2.094775 0.26 1.53 -2.77 0.00
F 0.781719 -3.492790 -2.192245 0.46 0.41 -1.20 0.00
N 1.937969 4.147720 1.838685 -1.64 -5.05 1.81 0.00
S 2.664679 5.343080 2.325255 4.20 9.35 1.31 0.01
O 4.097549 5.219020 2.699735 -2.61 -0.80 0.08 0.00
O 1.852209 6.330620 3.067105 1.64 -2.22 -1.12 0.00
F 2.913279 6.145200 0.918265 -0.72 -0.97 0.18 0.00
S 1.787149 3.248390 3.362515 -1.86 0.11 -0.79 0.00
O 1.546579 4.001610 4.591005 1.04 -1.79 -2.55 0.00
O 2.733239 2.147890 3.266185 -0.41 0.81 0.43 0.00
F 0.403769 2.633400 2.961215 0.76 0.16 0.51 0.00

---

55
Properties=species:S:1:pos:R:3:forces:R:3:nbo_charge:R:1 method="wB97M-V/def2-TZVPD" charge=-2 e_homo_ev=-0.976 spin_multiplicity=1 e_lumo_ev=4.00 total_energy_ha=-8364.34486
Li 0.005237 -0.036720 0.483973 0.61 0.10 -0.08 0.82
C -0.434514 2.481810 2.908456 -0.05 -0.02 0.03 -0.21
C 0.839083 1.642346 2.824914 -0.01 0.02 -0.05 -0.22
N 1.253973 1.352185 1.463204 0.00 0.16 0.28 -0.70
C 1.507753 2.508691 0.610652 -0.05 -0.08 -0.09 -0.24
C 0.417424 2.724112 -0.482857 0.09 0.01 0.09 -0.24
N -0.576145 1.653168 -0.535926 -0.02 -0.12 -0.24 -0.71
C -1.951734 2.042809 -0.266914 -0.02 0.00 0.02 -0.22
C -2.168921 2.641933 1.127244 -0.01 -0.02 0.05 -0.21
N -1.614329 1.925771 2.263991 0.08 -0.04 -0.06 -0.67
H -0.242116 3.476008 2.490781 0.01 0.00 -0.01 0.17
H -0.628251 2.637660 3.979721 0.02 0.03 0.00 0.17
H 0.664768 0.687432 3.327368 0.02 0.00 0.01 0.21
H 1.613877 2.185935 3.396081 -0.01 0.00 0.01 0.15
H 2.063479 0.739450 1.436442 -0.11 -0.11 -0.05 0.42
H 2.449862 2.331048 0.094727 0.00 0.01 0.00 0.23
H 1.619723 3.417970 1.217156 0.01 0.01 -0.01 0.15
H 0.918665 2.759079 -1.450739 -0.01 0.01 0.00 0.24
H -0.082186 3.688502 -0.331701 0.00 -0.01 0.00 0.16
H -0.512637 1.221398 -1.456599 -0.10 0.13 -0.06 0.42
H -2.568945 1.148441 -0.385724 0.00 0.01 -0.01 0.21
H -2.326765 2.785317 -0.991726 -0.01 -0.05 0.00 0.16
H -3.255904 2.748996 1.246674 0.00 0.03 -0.03 0.17
H -1.769177 3.660564 1.150945 0.00 0.00 -0.01 0.17
H -1.504941 0.930769 2.090778 -0.01 0.01 0.01 0.40
O 0.753633 1.095919 -3.413728 -0.03 -0.03 0.07 -0.81
C 1.550429 -0.012978 -3.804948 0.02 0.02 -0.08 -0.06
C 1.193377 -1.368684 -3.146715 -0.04 0.02 0.09 -0.17
C 1.392565 -2.409472 -4.252905 -0.07 -0.04 0.01 -0.06
O 1.264220 -3.765814 -3.819943 -0.01 -0.02 0.02 -0.75
C 2.124281 -1.754479 -1.949844 0.02 0.10 -0.07 -0.56
Se 3.019144 -0.335539 -0.892171 -0.18 -0.04 0.02 -0.69
C -0.263893 -1.378932 -2.652702 0.08 0.20 -0.06 -0.52
Se -1.668831 -0.784216 -3.924128 -0.01 -0.05 0.02 -0.68
H -0.147954 0.867597 -3.749020 0.05 0.06 0.09 0.49
H 2.584583 0.239037 -3.569565 0.00 0.00 0.02 0.20
H 1.453944 -0.131875 -4.892984 0.03 -0.02 -0.01 0.15
H 2.388713 -2.261700 -4.698673 0.00 -0.01 0.01 0.14
H 0.631639 -2.252646 -5.020057 0.01 -0.01 -0.01 0.20
H 1.577260 -3.796041 -2.908925 0.01 0.00 -0.02 0.47
H 2.933489 -2.396264 -2.314380 0.01 0.04 -0.02 0.18
H 1.546786 -2.337913 -1.228895 -0.02 -0.08 -0.05 0.20
H -0.289054 -0.702332 -1.796896 -0.08 -0.14 0.08 0.16
H -0.518810 -2.374903 -2.293615 0.01 -0.03 0.00 0.21
Br -2.418023 -4.334839 5.239072 0.00 0.01 -0.01 -0.06
C -1.757161 -3.160319 3.865568 -0.02 -0.03 0.03 -0.08
C -0.393448 -3.028152 3.686046 0.00 0.03 -0.02 -0.29
C 0.060976 -2.157270 2.695692 0.08 0.02 0.00 -0.27
C -0.773379 -1.395863 1.855412 -0.30 -0.03 0.07 -0.43
C -2.144322 -1.609341 2.099615 0.03 -0.08 0.02 -0.27
C -2.653039 -2.463852 3.078770 0.00 0.00 -0.02 -0.28
H 0.298329 -3.589507 4.303278 0.00 0.00 0.00 0.20
H 1.142302 -2.080761 2.581450 -0.01 0.01 -0.01 0.19
H -2.884639 -1.089381 1.491618 -0.01 0.02 0.01 0.18
H -3.720370 -2.584143 3.222656 0.00 0.00 0.01 0.20

---

115
Properties=species:S:1:pos:R:3:forces:R:3:lowdin_spin:R:1 method="wB97M-V/def2-TZVPD" charge=-2 e_homo_ev="0.371 / -2.447" spin_multiplicity=2 e_lumo_ev="3.16 / 3.16" de_lowest_kcal_mol=0.0 total_energy_ha=-18462.70072 s2=0.760
Al -0.317505 0.612011 0.506686 0.23 -0.29 -0.04 0.01
Br -5.824130 4.286488 -0.949566 -0.01 -0.01 -0.01 0.00
C -4.173283 3.712948 -0.216668 0.02 0.04 0.00 0.00
C -3.357409 4.595990 0.463573 0.01 -0.04 0.02 0.00
Br -3.888144 6.396409 0.723969 0.00 0.01 -0.01 0.00
C -2.117585 4.157599 0.970848 0.04 -0.06 -0.06 0.00
Br -1.038447 5.272397 2.053226 0.14 -0.03 -0.04 0.00
C -1.687995 2.854648 0.781251 0.18 0.01 0.06 0.00
O -0.565978 2.332413 1.217708 -0.08 0.24 -0.21 0.00
C -2.561067 1.929341 0.125489 0.00 -0.01 -0.02 0.00
O -2.128603 0.701824 0.073261 -0.09 -0.09 0.10 0.00
C -3.769576 2.375387 -0.378816 -0.01 0.00 0.02 0.00
Br -4.848736 1.085319 -1.248460 0.00 -0.01 -0.02 0.00
C 1.049052 -2.200617 5.670395 -0.01 -0.03 -0.02 0.00
Si 1.695470 -0.439565 5.453714 0.04 0.14 0.13 0.00
C 3.579838 -0.577525 5.624436 0.12 -0.03 0.04 0.00
C 1.305724 0.531818 7.046560 0.02 -0.02 -0.01 0.00
Ge 0.752465 0.791793 3.566711 -0.13 0.07 0.12 0.00
Si 2.559908 2.258312 2.921936 -0.03 0.03 0.00 0.00
C 2.506013 3.315886 1.372471 -0.13 0.05 0.04 0.00
C 4.196694 1.329187 2.765329 0.07 -0.04 0.06 0.00
C 2.725789 3.390715 4.436610 0.04 -0.01 0.01 0.00
Si -1.306779 1.504054 4.601829 -0.02 0.04 0.03 0.00
C -1.976052 -0.038237 5.479715 0.01 0.04 0.01 0.00
C -2.736459 1.973501 3.486177 0.01 0.02 0.04 0.00
C -1.132930 2.903925 5.869149 0.01 -0.01 0.02 0.00
H 1.191430 -2.512729 6.710830 0.00 -0.01 -0.01 0.00
H 1.603159 -2.885681 5.023851 -0.04 0.03 0.07 0.00
H -0.007998 -2.301902 5.417583 0.03 0.01 0.01 0.00
H 3.780503 -1.084978 6.574608 0.00 0.01 0.03 0.00
H 4.055002 0.406155 5.669496 -0.02 -0.03 0.05 0.00
H 4.046198 -1.154094 4.822527 -0.03 0.09 0.27 0.00
H 1.903559 0.119985 7.867042 -0.02 -0.01 -0.01 0.00
H 0.259459 0.501777 7.344765 -0.07 -0.01 -0.01 0.00
H 1.582876 1.583776 6.931572 0.01 -0.02 0.01 0.00
H 1.938865 2.825929 0.584863 0.04 -0.01 0.01 0.00
H 3.536054 3.451864 1.024338 -0.02 0.03 0.03 0.00
H 2.064753 4.292212 1.559449 -0.09 0.12 0.04 0.00
H 4.235053 0.818462 1.799993 -0.02 0.06 0.02 0.00
H 4.365038 0.591056 3.550860 0.06 0.18 -0.12 0.00
H 5.008643 2.064331 2.798479 0.01 0.01 -0.01 0.00
H 1.818694 3.983792 4.582689 0.02 -0.02 -0.01 0.00
H 3.569467 4.079853 4.323650 -0.01 -0.01 0.00 0.00
H 2.890704 2.802937 5.345748 0.00 0.04 -0.02 0.00
H -2.251969 -0.776525 4.721559 0.01 0.00 -0.02 0.00
H -2.883253 0.226266 6.034628 0.01 0.00 -0.02 0.00
H -1.282887 -0.512154 6.171442 0.03 -0.01 0.05 0.00
H -2.797939 1.310218 2.622240 -0.01 -0.04 0.04 0.00
H -2.688951 3.005681 3.138207 0.00 -0.08 0.05 0.00
H -3.654645 1.853743 4.072009 -0.01 0.01 0.00 0.00
H -0.608448 2.583827 6.771162 0.01 0.03 -0.02 0.00
H -2.127059 3.260629 6.158816 0.01 -0.02 0.00 0.00
H -0.589732 3.751000 5.442236 -0.03 -0.01 -0.02 0.00
Cl -4.765462 -3.779158 -9.264853 0.00 0.00 0.00 0.00
C -3.869036 -2.959277 -8.014385 0.00 0.01 0.00 0.00
C -3.554720 -1.622722 -8.165432 0.00 0.00 -0.01 0.00
C -2.840420 -0.991595 -7.157884 -0.01 0.00 0.00 0.00
C -2.431699 -1.658364 -6.006792 -0.08 -0.01 -0.02 0.00
C -1.616554 -0.984097 -4.920182 0.08 0.19 0.04 0.00
C -1.714441 0.547064 -4.978673 0.06 -0.07 -0.01 0.00
N -1.010701 1.175122 -3.887082 0.11 -0.13 -0.04 0.00
C 0.067117 2.034610 -3.967198 -0.04 0.03 -0.03 0.00
C 0.409091 2.314593 -2.678029 -0.04 -0.02 0.00 0.00
N -0.429260 1.650304 -1.822117 0.08 0.07 0.08 0.00
C -1.253096 0.967855 -2.572653 -0.06 0.07 0.00 0.00
O -0.268835 -1.429980 -4.926164 -0.07 -0.18 -0.04 0.00
C 0.451961 -1.301875 -6.139389 -0.01 0.14 0.04 0.00
C 1.634051 -0.409391 -5.909218 -0.06 0.01 0.02 0.00
C 2.059980 0.571568 -6.745944 -0.02 0.04 0.00 0.00
Cl 1.372983 0.991858 -8.276270 0.01 -0.01 0.02 0.00
S 3.372387 1.477227 -6.107632 0.01 -0.02 0.01 0.00
C 3.365458 0.519128 -4.678840 0.04 0.05 0.01 0.00
C 2.405355 -0.434713 -4.706539 -0.03 -0.02 0.09 0.01
C -2.776770 -3.007400 -5.894512 0.01 0.02 -0.02 0.00
Cl -2.322250 -3.896569 -4.489751 0.03 -0.04 0.06 0.00
C -3.490904 -3.662955 -6.886725 0.01 -0.02 0.02 0.00
H -3.861469 -1.086362 -9.052460 0.00 0.00 0.01 0.00
H -2.598817 0.055904 -7.281575 -0.01 -0.02 -0.01 0.00
H -1.984243 -1.315854 -3.945112 0.01 0.02 0.00 0.00
H -2.768481 0.835529 -4.952187 -0.02 -0.01 -0.02 0.00
H -1.283522 0.937959 -5.903023 0.02 -0.02 -0.01 0.00
H 0.475680 2.348194 -4.913671 0.01 -0.02 -0.01 0.00
H 1.212400 2.930913 -2.308227 -0.02 0.00 -0.01 0.00
H -2.016808 0.303336 -2.195019 0.02 0.00 -0.01 0.00
H -0.161504 -0.892395 -6.946188 -0.02 -0.03 -0.01 0.00
H 0.769899 -2.301178 -6.452350 0.03 -0.02 0.02 0.00
H 4.048374 0.743449 -3.874500 -0.02 -0.03 -0.01 0.00
H 2.208721 -1.108291 -3.879526 0.02 0.01 0.02 0.01
H -3.747017 -4.706254 -6.771078 0.00 0.01 0.00 0.00
C 0.772032 -4.254127 -2.033686 -0.02 0.01 -0.06 0.02
N 1.006371 -2.914058 -1.576969 0.00 0.03 0.04 0.11
C 2.343904 -2.480254 -1.487994 0.00 0.00 -0.08 0.37
C 2.598306 -1.194243 -0.982964 0.00 0.10 0.03 0.09
C 1.524213 -0.451518 -0.558765 0.05 -0.06 -0.03 0.15
O 1.519478 0.733366 0.023258 -0.02 -0.10 0.11 0.07
N 0.215889 -0.916827 -0.656015 0.05 0.06 0.17 0.08
C -0.077398 -2.104807 -1.234487 -0.20 -0.03 -0.05 0.01
O -1.233607 -2.482688 -1.470390 0.16 0.03 0.05 0.00
H 1.102982 -4.383988 -3.074185 -0.01 -0.01 0.01 0.01
H -0.291805 -4.460434 -1.964987 -0.02 0.00 -0.02 0.00
H 1.322995 -4.963389 -1.404111 0.01 0.00 -0.02 0.01
H 3.098770 -3.192764 -1.784322 -0.03 0.00 0.03 0.05
H 3.605870 -0.822804 -0.856834 0.00 0.00 -0.01 0.00
Cl 2.839119 -1.379820 2.664943 -0.21 -0.46 -0.70 0.00
C 1.395629 -2.319921 2.395096 0.01 -0.16 -0.02 0.00
C 1.543029 -3.695405 2.332059 0.02 0.05 -0.04 0.00
C 0.438531 -4.499913 2.114711 -0.05 0.00 0.02 0.00
C -0.808326 -3.902879 1.987492 0.08 -0.02 -0.01 0.00
C -0.933378 -2.530197 2.072946 0.06 0.09 -0.07 0.00
Cl -2.530530 -1.865106 1.923896 0.02 0.07 0.03 0.00
C 0.164563 -1.644667 2.253739 -0.04 0.04 -0.09 0.00
N 0.015355 -0.282407 2.222717 -0.21 -0.02 -0.15 0.00
H 2.534522 -4.118133 2.429852 0.00 0.00 0.00 0.00
H 0.545539 -5.574962 2.043087 0.00 0.01 -0.01 0.00
H -1.696304 -4.495638 1.810918 0.01 0.01 0.01 0.00